62
Properties=species:S:1:pos:R:3:forces:R:3:nbo_charge:R:1 method="wB97M-V/def2-TZVPD" lumo_ev=0.4 total_energy_ev=-38516.378 relative_energy_kcal_mol=39.5 homo_lumo_gap_ev=8.657 smiles="CCOC(=O)C1CCN(C(=O)CCc2c(C)nc3cc(-c4ccccc4)nn3c2C)CC1"
C -3.4635 -2.8926 0.4863 0.49 0.05 -0.02 -0.63
C -2.0691 -3.2100 0.9944 -0.32 -0.35 0.29 -0.07
O -1.1155 -2.7172 0.0490 -0.28 0.25 -0.20 -0.51
C 0.0698 -3.3188 -0.0087 0.39 -0.08 -0.26 0.81
O 0.3868 -4.2631 0.6655 -0.02 -0.07 0.15 -0.60
C 0.9552 -2.6705 -1.0679 -0.01 -0.11 0.15 -0.32
C 0.7376 -1.1530 -1.0987 0.09 0.07 -0.21 -0.41
C 1.9802 -0.4409 -1.6229 -0.32 0.13 -0.26 -0.21
N 3.0782 -0.6260 -0.6971 -0.07 -0.23 0.06 -0.44
C 4.0843 0.2372 -0.4413 0.04 0.20 -0.37 0.69
O 4.9976 -0.0649 0.3111 0.34 0.12 0.21 -0.65
C 4.0355 1.6318 -1.0457 0.16 0.00 0.13 -0.48
C 3.4767 2.6182 0.0038 -0.08 -0.09 -0.14 -0.43
C 2.1415 2.1696 0.5330 -0.42 0.20 -0.13 -0.07
C 2.0382 1.4220 1.7473 -0.23 -0.05 0.02 0.27
C 3.2077 1.1989 2.6485 0.13 -0.06 0.03 -0.68
N 0.9024 0.9239 2.1647 0.24 -0.26 0.47 -0.45
C -0.1942 1.1251 1.4401 -0.47 0.27 -0.43 0.32
C -1.5097 0.7138 1.5817 0.05 0.09 -0.15 -0.35
C -2.1881 1.2707 0.4891 0.97 0.07 0.26 0.13
C -3.5938 1.1364 0.1420 -0.52 0.02 -0.21 0.01
C -4.0430 1.5534 -1.1109 0.10 -0.04 0.12 -0.21
C -5.3727 1.4209 -1.4586 -0.07 0.01 -0.06 -0.20
C -6.2756 0.8705 -0.5629 -0.07 -0.02 0.00 -0.21
C -5.8404 0.4585 0.6858 -0.11 -0.04 0.03 -0.21
C -4.5105 0.5897 1.0390 0.17 0.13 -0.10 -0.22
N -1.3597 1.9875 -0.2840 -0.91 0.24 -0.68 -0.32
N -0.1672 1.9011 0.2827 0.23 -0.63 0.99 -0.16
C 0.9909 2.4361 -0.1737 0.55 0.21 -0.01 0.25
C 0.8892 3.2956 -1.3930 -0.11 -0.09 0.01 -0.68
C 3.0954 -1.9055 0.0042 0.31 -0.33 0.14 -0.23
C 2.4341 -2.9968 -0.8227 -0.11 0.02 0.12 -0.41
H -3.6474 -3.4027 -0.4555 -0.06 -0.06 -0.09 0.21
H -4.1998 -3.2192 1.2147 -0.11 -0.03 0.08 0.21
H -3.5702 -1.8224 0.3278 -0.08 0.07 -0.02 0.22
H -1.9178 -4.2874 1.1202 -0.02 0.22 0.03 0.20
H -1.8790 -2.7183 1.9546 0.03 -0.09 -0.09 0.18
H 0.6424 -3.1074 -2.0229 -0.03 0.03 0.05 0.23
H 0.5324 -0.7957 -0.0891 -0.04 0.07 -0.02 0.22
H -0.1234 -0.8999 -1.7170 -0.01 0.06 0.07 0.23
H 2.2492 -0.8397 -2.6112 -0.06 0.11 0.01 0.19
H 1.7511 0.6170 -1.7328 0.07 -0.08 -0.06 0.21
H 3.4647 1.6660 -1.9707 -0.03 0.04 -0.02 0.20
H 5.0645 1.9190 -1.2680 -0.05 -0.11 -0.05 0.24
H 4.1933 2.6802 0.8210 0.01 0.08 -0.03 0.23
H 3.3906 3.6073 -0.4498 0.08 0.01 0.06 0.22
H 4.0091 0.6665 2.1410 0.10 0.03 0.02 0.26
H 3.5998 2.1526 3.0001 0.09 0.08 0.04 0.22
H 2.8780 0.6166 3.5041 -0.03 0.02 0.02 0.24
H -1.8971 0.0952 2.3619 -0.05 -0.15 0.21 0.23
H -3.3292 1.9806 -1.7977 0.05 0.03 -0.08 0.23
H -5.7098 1.7472 -2.4320 -0.02 0.02 -0.07 0.21
H -7.3155 0.7662 -0.8354 -0.08 -0.01 -0.02 0.21
H -6.5424 0.0344 1.3891 -0.05 -0.03 0.05 0.21
H -4.1840 0.2776 2.0194 0.05 -0.04 0.10 0.21
H 1.0019 4.3434 -1.1138 0.01 0.06 0.00 0.24
H -0.0964 3.1597 -1.8311 0.06 0.07 -0.09 0.26
H 1.6534 3.0598 -2.1286 0.09 -0.03 -0.02 0.23
H 4.1397 -2.1507 0.2113 -0.22 0.01 0.04 0.25
H 2.5783 -1.7999 0.9655 0.07 -0.03 0.04 0.20
H 2.5036 -3.9428 -0.2841 0.06 0.03 -0.09 0.25
H 2.9617 -3.1046 -1.7712 0.01 -0.01 -0.02 0.21